Record 1
C46H46Br3IN3OP2Si2Ti | ωB97M-V with the def2-TZVPD basis set

XYZ file:
```
105
Properties=species:S:1:pos:R:3:mulliken_spin:R:1
Ti 0.2138 -0.4870 -0.7170 0.75
C -2.2187 2.4208 -3.9383 0.00
Si -0.6574 1.5203 -3.4407 0.01
C -0.5327 -0.0127 -4.4998 0.00
C 0.7826 2.6462 -3.8371 0.00
N -0.6418 1.0476 -1.7593 0.10
P -1.0576 1.8689 -0.3946 -0.14
C -0.3750 1.0190 0.8680 0.07
P -1.1145 -0.2828 1.6316 0.03
N -0.4134 -1.5788 0.9337 0.06
Si -0.2106 -3.2858 1.2001 0.01
C 1.4699 -3.8189 0.5570 0.00
C -1.5324 -4.3162 0.3741 0.00
C -0.1894 -3.7234 3.0177 0.00
C -0.8766 -0.2397 3.4332 0.00
C 0.0904 0.6118 3.9572 0.00
C 0.3447 0.6347 5.3214 0.00
C -0.3802 -0.1841 6.1727 0.00
C -1.3666 -1.0183 5.6610 0.00
C -1.6124 -1.0435 4.2987 0.00
C -2.9203 -0.4559 1.4967 -0.03
C -3.4725 -1.4051 0.6467 0.02
C -4.8506 -1.5623 0.5620 0.01
C -5.6867 -0.7565 1.3171 0.00
C -5.1432 0.2137 2.1528 0.00
C -3.7714 0.3573 2.2444 0.00
C -0.2854 3.5179 -0.5249 0.00
C -0.8907 4.6085 -1.1356 0.00
C -0.1888 5.7910 -1.3277 0.00
C 1.1292 5.8918 -0.9117 0.00
C 1.7400 4.8118 -0.2857 0.00
C 1.0342 3.6366 -0.0890 0.00
C -2.8279 2.2080 -0.3509 0.00
C -3.2773 3.2398 0.4736 0.00
C -4.6259 3.5427 0.5529 0.00
C -5.5416 2.7977 -0.1820 0.00
C -5.1039 1.7518 -0.9795 0.00
C -3.7507 1.4599 -1.0668 -0.01
H -2.0646 2.8128 -4.9455 0.00
H -2.4633 3.2628 -3.2923 0.00
H -3.0873 1.7641 -3.9676 0.00
H -0.9476 0.1919 -5.4873 0.00
H -1.0946 -0.8402 -4.0621 0.00
H 0.4953 -0.3456 -4.6468 0.00
H 0.7737 2.8918 -4.9011 0.00
H 1.7447 2.1814 -3.6199 0.00
H 0.7264 3.5803 -3.2780 0.00
H 1.7936 -3.3138 -0.3559 0.00
H 1.4569 -4.8885 0.3444 0.00
H 2.2298 -3.6400 1.3215 0.00
H -1.7071 -3.9870 -0.6513 0.00
H -2.4735 -4.2837 0.9240 0.00
H -1.2041 -5.3558 0.3380 0.00
H 0.4529 -3.0484 3.5851 0.00
H 0.2131 -4.7337 3.1156 0.00
H -1.1740 -3.7187 3.4813 0.00
H 0.6326 1.2642 3.2832 0.00
H 1.1084 1.2930 5.7135 0.00
H -0.1851 -0.1664 7.2370 0.00
H -1.9443 -1.6477 6.3240 0.00
H -2.3910 -1.6910 3.9136 0.00
H -2.8211 -2.0228 0.0399 0.02
H -5.2645 -2.3143 -0.0959 0.00
H -6.7599 -0.8774 1.2549 0.00
H -5.7920 0.8545 2.7342 0.00
H -3.3567 1.1057 2.9107 0.00
H -1.9204 4.5464 -1.4695 0.00
H -0.6740 6.6321 -1.8035 0.00
H 1.6775 6.8121 -1.0627 0.00
H 2.7617 4.8903 0.0605 0.00
H 1.4889 2.7997 0.4317 0.01
H -2.5644 3.8143 1.0560 0.00
H -4.9603 4.3528 1.1874 0.00
H -6.5968 3.0299 -0.1241 0.00
H -5.8174 1.1573 -1.5334 0.00
H -3.4122 0.6365 -1.6855 0.00
Br -0.4359 -4.7092 -3.4966 0.00
C 0.9738 -3.4695 -3.4910 0.00
C 2.0596 -3.6778 -4.3776 0.00
C 3.0952 -2.7975 -4.4461 0.00
Br 4.5178 -3.1141 -5.6491 0.00
C 3.1050 -1.6381 -3.6177 0.00
C 4.0928 -0.6258 -3.6376 0.01
C 3.9757 0.4737 -2.8312 0.00
C 2.8724 0.5579 -1.9611 0.07
N 1.9498 -0.3826 -1.9011 0.02
C 2.0356 -1.4659 -2.7300 0.06
C 0.9238 -2.3798 -2.6530 -0.03
O -0.0488 -2.1041 -1.8198 -0.04
H 2.0483 -4.5540 -5.0112 0.00
H 4.9345 -0.7281 -4.3083 0.00
H 4.7030 1.2705 -2.8386 0.00
H 2.7494 1.4111 -1.2998 -0.03
Br 4.6399 1.2838 4.0881 0.00
C 5.2669 -0.3029 3.2593 0.00
C 6.4690 -0.8259 3.7201 0.00
C 6.9846 -1.9775 3.1541 0.00
C 6.3032 -2.6103 2.1245 0.00
C 5.1047 -2.0874 1.6684 0.00
C 4.5741 -0.9283 2.2344 0.02
I 2.7570 -0.2491 1.5294 0.00
H 6.9940 -0.3264 4.5211 0.00
H 7.9184 -2.3795 3.5201 0.00
H 6.6989 -3.5101 1.6758 0.00
H 4.5701 -2.5790 0.8687 0.00
```

Computed properties:
2S+1	2
expectation value of S²	0.754
HOMO energy (spin up / spin down)	-7.0033 / -7.9629	eV
frontier orbital gap (spin up / spin down)	6.41 / 7.38	eV



Record 2
C46H46CsO2S2Sb3Se4 | ωB97M-V with the def2-TZVPD basis set

XYZ file:
```
104
Properties=species:S:1:pos:R:3:mulliken_charge:R:1
Cs 0.0716 0.5282 -1.0979 1.88
C 6.1685 6.7789 0.8858 -1.52
C 4.9409 5.9171 0.7774 1.03
C 4.6366 5.2637 -0.4124 -0.82
C 3.5325 4.4305 -0.5079 -0.16
C 2.7147 4.2658 0.5959 -0.09
C 2.9991 4.8955 1.7963 -0.47
C 4.1073 5.7230 1.8769 -0.91
S 1.3252 3.1381 0.4839 0.92
O 1.5357 2.3793 -0.7972 -0.75
C 0.0853 4.4043 0.2648 1.20
C 0.2535 5.4069 -0.7157 -0.96
C -0.6751 6.3899 -0.8394 -1.47
C -1.7974 6.4386 0.0311 1.21
C -2.7520 7.4796 -0.0459 -1.07
C -3.8253 7.5068 0.8002 -0.60
C -4.0001 6.4901 1.7598 -0.96
C -3.1016 5.4655 1.8467 -0.81
C -1.9749 5.4183 0.9899 0.56
C -1.0256 4.3517 1.0651 0.29
C -1.2807 3.2072 1.9924 -1.25
C -0.7740 3.2777 3.3248 0.77
C -0.0793 4.4177 3.8022 -1.17
C 0.4211 4.4549 5.0737 -0.84
C 0.2525 3.3510 5.9370 -0.68
C -0.4286 2.2480 5.5079 -0.99
C -0.9686 2.1830 4.1999 1.06
C -1.6905 1.0495 3.7520 -1.50
C -2.2025 1.0041 2.4924 -1.10
C -2.0035 2.0997 1.6115 2.38
S -2.6520 1.8370 -0.0653 0.67
O -2.0093 2.8557 -0.9679 -0.74
C -4.3238 2.3764 0.2544 0.09
C -4.7563 3.6170 -0.1800 -0.30
C -6.0753 3.9779 0.0502 -0.80
C -6.9543 3.1075 0.6915 1.05
C -8.3974 3.4861 0.8922 -1.52
C -6.4952 1.8552 1.0859 -0.79
C -5.1825 1.4719 0.8640 -0.22
H 6.3944 7.2624 -0.0647 0.38
H 7.0372 6.1793 1.1656 0.26
H 6.0421 7.5522 1.6433 0.39
H 5.2804 5.3968 -1.2740 0.35
H 3.3087 3.8870 -1.4171 0.45
H 2.3658 4.7336 2.6604 0.45
H 4.3367 6.2156 2.8145 0.38
H 1.1117 5.3734 -1.3740 0.61
H -0.5676 7.1534 -1.6001 0.39
H -2.6184 8.2538 -0.7923 0.43
H -4.5512 8.3074 0.7287 0.39
H -4.8645 6.5052 2.4105 0.43
H -3.2548 4.6638 2.5575 0.50
H 0.0419 5.2734 3.1481 0.78
H 0.9446 5.3369 5.4232 0.43
H 0.6576 3.3853 6.9403 0.38
H -0.5702 1.3974 6.1634 0.50
H -1.8196 0.1998 4.4115 0.44
H -2.7086 0.1147 2.1305 -0.02
H -4.0714 4.2726 -0.7022 0.55
H -6.4284 4.9495 -0.2792 0.34
H -8.5211 4.5691 0.9427 0.36
H -8.7934 3.0486 1.8088 0.37
H -9.0094 3.1184 0.0655 0.29
H -7.1694 1.1318 1.5293 0.47
H -4.8785 0.4546 1.1050 -0.14
C 4.6731 0.5394 -1.8332 -1.42
Sb 3.6124 -0.0256 -0.0436 0.54
C 4.6764 1.3827 1.2098 -1.23
C 5.0871 -1.5415 0.5057 -1.84
C 5.1234 -2.8086 -0.2847 1.17
C 6.0741 -2.9531 -1.2928 -0.65
C 6.1790 -4.1155 -2.0413 -0.67
C 5.3180 -5.1702 -1.7678 -0.51
C 4.3657 -5.0417 -0.7718 -0.56
C 4.2295 -3.8682 -0.0212 0.86
C 3.1265 -3.7349 0.9480 -2.02
Sb 1.2127 -2.9223 0.0295 0.45
C 0.3310 -4.8490 -0.1530 -0.96
C 1.9031 -2.8976 -2.0308 -1.17
H 5.7049 0.7935 -1.5867 0.38
H 4.1850 1.3976 -2.2946 0.36
H 4.6643 -0.2946 -2.5349 0.46
H 5.7420 1.1533 1.1688 0.53
H 4.3305 1.3059 2.2407 0.40
H 4.5230 2.4028 0.8675 0.15
H 4.9057 -1.7373 1.5639 0.64
H 6.0430 -1.0197 0.4227 0.69
H 6.7544 -2.1289 -1.4860 0.30
H 6.9261 -4.1982 -2.8210 0.37
H 5.3843 -6.0916 -2.3339 0.38
H 3.6814 -5.8588 -0.5722 0.29
H 3.3532 -3.0504 1.7622 0.33
H 2.8282 -4.6954 1.3672 0.64
H 0.8841 -5.4378 -0.8875 0.37
H -0.7067 -4.7340 -0.4723 0.01
H 0.3374 -5.3454 0.8169 0.40
H 2.5947 -3.7190 -2.2156 0.39
H 2.3982 -1.9585 -2.2937 0.23
H 1.0184 -3.0189 -2.6578 0.50
Se -2.8888 -3.5852 3.0655 -0.83
Sb -3.5960 -3.1336 0.7506 0.52
Se -1.8823 -1.4254 -0.0558 -0.78
Se -3.4288 -5.0441 -0.7802 -0.82
Se -5.7811 -1.9899 0.6671 -0.73
```

Computed properties:
ΔE to the lowest compared entry with this formula, charge and spin	65.7	kcal/mol
net charge	-2
HOMO energy	-0.6058	eV
frontier orbital gap	3.32	eV



Record 3
C46H47AsBClHfN4O7S3Si | ωB97M-V with the def2-TZVPD basis set

XYZ file:
```
112
Properties=species:S:1:pos:R:3:mulliken_charge:R:1
Hf -0.3939 -0.2962 0.3471 -0.52
C -0.0215 -4.5042 0.3557 -0.09
N -0.0613 -4.2368 1.7680 0.33
C 0.7632 -4.7852 2.7477 -0.52
C 0.2992 -4.3102 3.9266 -0.84
N -0.7917 -3.5054 3.6781 0.03
B -1.6886 -3.0035 4.8712 1.18
N -2.4288 -1.6706 4.5808 0.09
C -3.7391 -1.4403 4.9460 -0.74
C -3.9961 -0.1356 4.7265 -0.57
N -2.8378 0.4236 4.2023 0.41
C -2.6537 1.8133 3.8604 -0.66
C -1.8803 -0.5421 4.1256 -0.71
S -0.2961 -0.2793 3.5538 0.11
C -1.0067 -3.4590 2.3487 -0.08
S -2.1491 -2.5442 1.4706 -0.40
H 0.9914 -4.7984 0.0853 0.40
H -0.3069 -3.6131 -0.2041 -0.67
H -0.7153 -5.3134 0.1037 0.33
H 1.5890 -5.4141 2.4788 0.50
H 0.6750 -4.4334 4.9264 0.48
H -2.5846 -3.8137 5.1192 -0.26
H -0.9283 -2.8928 5.8229 -0.29
H -4.3693 -2.2244 5.3164 0.47
H -4.8973 0.4444 4.8181 0.43
H -3.6099 2.2148 3.5237 0.40
H -1.9543 1.8879 3.0282 -0.22
H -2.2820 2.3743 4.7217 0.30
O -3.3492 1.3289 -1.8539 -0.80
C -2.5750 1.1036 -0.9303 0.30
O -1.2910 1.0564 -1.0778 -0.40
C -3.0710 0.8341 0.5198 0.64
O -4.2034 1.0535 0.9162 -0.75
O -2.1465 0.3913 1.3051 0.11
S 1.6933 0.1562 -1.1438 -0.29
C 1.9075 1.8579 -1.3482 0.33
C 2.7363 2.2237 -2.4247 -0.66
C 3.0270 3.5379 -2.6780 -0.90
C 2.5184 4.5440 -1.8682 -1.00
C 1.7042 4.1939 -0.8063 -0.04
C 1.3693 2.8669 -0.5407 -1.00
As 0.2665 2.4515 1.0175 1.92
C -0.7638 4.1188 0.9666 0.15
C -0.7546 5.0666 1.9905 -0.21
C -1.4328 6.2736 1.8601 -0.67
C -2.1078 6.5908 0.6848 -0.55
C -2.1130 5.6563 -0.3454 -0.88
C -1.4546 4.4423 -0.2058 -0.06
C 1.5393 2.9205 2.4124 0.94
C 1.1379 2.8908 3.7457 -0.19
C 2.0352 3.1654 4.7668 -0.87
C 3.3670 3.4517 4.4807 -0.71
C 3.7803 3.4736 3.1492 -0.78
C 2.8747 3.2105 2.1294 -0.92
H 3.1454 1.4266 -3.0217 0.67
H 3.6706 3.7972 -3.5065 0.34
H 2.7540 5.5933 -2.0215 0.36
H 1.3318 4.9742 -0.1533 0.59
H -0.2093 4.8561 2.9037 0.32
H -1.4289 6.9768 2.6874 0.40
H -2.6655 7.5178 0.5881 0.35
H -2.6370 5.8575 -1.2701 0.44
H -1.4636 3.7429 -1.0274 0.31
H 0.1243 2.6006 3.9991 0.29
H 1.6896 3.1101 5.7907 0.41
H 4.0868 3.6095 5.2806 0.34
H 4.8145 3.6913 2.9013 0.39
H 3.2127 3.2159 1.0990 0.29
C -1.5569 -3.1290 -4.9934 -1.96
C -1.7070 -2.9675 -3.4670 2.34
C -1.6267 -4.3686 -2.8363 -1.89
C -3.1077 -2.3939 -3.1726 -1.68
Si -0.3568 -1.8344 -2.7432 -1.22
O -0.7525 -1.6060 -1.1445 2.15
C -0.1539 -0.2912 -3.7857 1.72
C 1.0868 0.0116 -4.3689 -0.08
C 1.3114 1.1777 -5.0940 -0.50
C 0.2768 2.0977 -5.2699 -0.74
C -0.9613 1.8233 -4.7064 -0.81
C -1.1804 0.6427 -3.9996 -0.29
C 1.2979 -2.7350 -2.8456 1.01
C 1.8305 -3.1489 -4.0753 -0.49
C 3.0764 -3.7572 -4.1698 -0.89
C 3.8372 -3.9705 -3.0307 -0.86
C 3.3274 -3.5681 -1.7978 -1.28
C 2.0962 -2.9474 -1.7175 0.29
H -2.4399 -3.6518 -5.3962 0.50
H -0.6701 -3.7121 -5.2529 0.37
H -1.4994 -2.1685 -5.5032 0.28
H -2.3732 -5.0029 -3.3208 0.63
H -1.8582 -4.3471 -1.7720 0.19
H -0.6498 -4.8358 -2.9809 0.31
H -3.8550 -3.1275 -3.5111 0.54
H -3.2987 -1.4699 -3.7229 0.35
H -3.2431 -2.2216 -2.1071 0.15
H 1.9353 -0.6303 -4.1826 0.33
H 2.3030 1.3802 -5.4744 0.33
H 0.4401 3.0229 -5.7963 0.36
H -1.7841 2.5258 -4.7873 0.42
H -2.1441 0.5179 -3.5292 -0.04
H 1.2948 -2.9393 -4.9870 0.31
H 3.4469 -4.0740 -5.1408 0.41
H 4.8068 -4.4388 -3.0994 0.38
H 3.9158 -3.6958 -0.8988 0.46
H 1.7296 -2.6442 -0.7513 0.63
Cl 4.3836 -0.7364 2.3750 -0.24
C 2.8601 -1.6774 2.5377 -0.75
C 1.8091 -0.9705 1.7412 0.61
O 1.7287 0.2590 1.7354 -0.56
O 1.0263 -1.7556 1.1433 -0.40
H 2.5330 -1.7529 3.5700 0.32
H 3.0207 -2.6620 2.1089 0.24
```

Computed properties:
ΔE to the lowest compared entry with this formula, charge and spin	0.0	kcal/mol
net charge	-2
HOMO energy	-2.4480	eV
frontier orbital gap	6.63	eV



Record 4
C46H47AsCl3IN4OPRb | ωB97M-V with the def2-TZVPD basis set

XYZ file:
```
105
Properties=species:S:1:pos:R:3:mulliken_charge:R:1
Rb 1.7275 -0.4860 -0.5522 0.80
C 0.5469 -3.9351 -2.5657 -0.61
C 1.8300 -3.9495 -3.0921 -0.56
C 2.3275 -2.7959 -3.6735 -0.51
C 1.6235 -1.6093 -3.7480 0.54
C 0.2945 -1.6282 -3.2738 -0.72
C -0.2267 -2.8096 -2.6910 -0.57
P 2.3850 -0.1347 -4.4997 -0.12
C 2.4967 -0.5746 -6.2318 0.07
C 3.2805 0.2593 -7.0056 -0.13
C 3.2985 0.1498 -8.4051 -0.54
C 2.6337 -0.8760 -9.0569 -0.42
C 1.8210 -1.7002 -8.3065 -0.64
C 1.7054 -1.5309 -6.9204 -0.43
C 1.1218 1.1031 -4.3864 0.12
C 0.4073 1.6607 -5.4688 -0.44
C -0.4083 2.7558 -5.2009 -0.53
C -0.5183 3.2502 -3.8859 -1.08
C 0.0889 2.5477 -2.8434 -0.18
C 0.9730 1.4654 -3.0438 0.16
H 0.1802 -4.7761 -2.0199 0.54
H 2.4310 -4.8183 -3.0316 0.42
H 3.3475 -2.8758 -4.0297 0.50
H -0.3220 -0.7694 -3.3568 0.66
H -1.2351 -2.8130 -2.3352 0.46
H 3.9070 1.0441 -6.5554 0.31
H 3.9450 0.8320 -8.9749 0.32
H 2.7649 -1.0278 -10.1210 0.37
H 1.2310 -2.4953 -8.7788 0.33
H 1.0506 -2.1186 -6.3129 0.43
H 0.5129 1.2796 -6.4664 0.41
H -0.9803 3.2777 -5.9881 0.31
H -1.1773 4.0923 -3.6995 0.34
H -0.1553 2.8459 -1.8199 0.35
N 4.7573 1.0318 -1.5817 -0.38
C 4.1163 1.7760 -0.6394 0.49
N 2.9041 2.2261 -1.0929 -0.14
O 4.5975 1.9522 0.4884 -0.70
H 4.3230 0.7905 -2.4673 0.21
H 5.4084 0.3707 -1.1819 0.19
H 2.4579 1.8987 -1.9331 0.02
H 2.4725 2.9869 -0.6075 0.23
I 0.4474 -3.6319 1.4613 -0.18
C 0.6353 -1.6885 2.6409 -1.67
H 1.5698 -1.3062 2.2599 0.85
H 0.7894 -2.1025 3.6386 0.50
Cl 7.7388 -2.4303 -2.5446 -0.67
C 5.8801 -3.8212 -1.1463 0.19
Cl 5.5042 -4.8682 -2.4745 -0.13
Cl 6.8544 -4.4564 0.1469 -0.18
C 4.9548 -2.8351 -0.7594 -0.01
N 4.2602 -1.9918 -0.4201 -0.30
C -0.6350 5.8871 4.6245 -1.64
C -0.7741 4.4715 4.1598 0.55
C -1.7564 3.6329 4.6903 -0.67
C -1.8995 2.3119 4.2532 1.85
C -3.0691 1.5577 4.8629 -2.23
C -1.0345 1.7786 3.3187 -0.30
As -0.6946 -0.3060 2.7775 1.73
N -1.1519 -0.4055 1.0633 0.26
C -2.1547 0.2044 0.3990 0.03
C -2.3152 -0.0819 -1.0033 -0.60
C -3.2630 0.5500 -1.7707 -0.08
C -4.1588 1.4884 -1.2147 -0.89
C -4.0942 1.6677 0.1634 -0.80
C -3.1308 1.0480 0.9585 0.00
C -1.9247 -1.3565 3.9918 0.15
C -3.0233 -2.1162 3.5952 0.69
C -3.5129 -2.2253 2.1931 -1.41
C -3.7831 -2.7838 4.5850 -1.29
C -3.4321 -2.6943 5.9362 0.79
C -4.2752 -3.3288 6.9989 -1.53
C -2.3110 -1.9463 6.2921 -1.00
C -1.5605 -1.2827 5.3367 0.80
C -0.3204 -0.4899 5.7256 -2.15
C -0.0522 2.6130 2.7314 -0.14
C 0.9120 2.0900 1.6882 -0.93
C 0.0543 3.9380 3.1633 -0.80
H -1.6102 6.3073 4.9449 0.37
H -0.3116 6.5783 3.8295 0.37
H 0.0867 5.9905 5.4549 0.27
H -2.4187 4.0234 5.4824 0.33
H -3.9070 2.2060 4.9729 0.58
H -2.8159 1.1481 5.8554 0.43
H -3.4154 0.6617 4.3194 0.20
H -1.6254 -0.7670 -1.4556 0.35
H -3.3448 0.2393 -2.8080 0.39
H -4.9438 1.9955 -1.8011 0.29
H -4.8097 2.3537 0.6226 0.36
H -3.1467 1.2724 2.0020 0.56
H -2.6448 -2.3336 1.5256 0.07
H -4.0795 -1.3591 1.8698 0.27
H -4.1313 -3.1451 2.1295 0.46
H -4.6891 -3.2635 4.3295 0.43
H -3.8584 -4.2367 7.4126 0.31
H -5.2709 -3.5975 6.5743 0.33
H -4.4492 -2.6416 7.8340 0.35
H -1.9867 -1.8932 7.3249 0.36
H -0.3079 -0.3820 6.8037 0.40
H -0.2870 0.4896 5.2275 0.46
H 0.5681 -1.0685 5.4936 0.35
H 1.3732 1.1905 2.1144 0.19
H 1.6676 2.8346 1.4634 0.49
H 0.3139 1.8562 0.8295 0.03
H 0.8253 4.5786 2.6826 0.32
```

Computed properties:
ΔE to the lowest compared entry with this formula, charge and spin	0.0	kcal/mol
net charge	-2
HOMO energy (spin up / spin down)	-2.6096 / -1.6893	eV
frontier orbital gap (spin up / spin down)	6.14 / 5.24	eV



Molar mass in g/mol, matching the order above: 1189.5, 1509.0, 1191.9, 1096.5
E in Eh, matching the order above: -12151.180473, -13073.966669, -6780.234243, -6354.780239